# 1
Entry from OMol25: C23H16BrF4N3PReSe as an isolated structure in a non-equilibrium geometry (wB97M-V/def2-TZVPD).

```
50
Properties=species:S:1:pos:R:3:forces:R:3:lowdin_charge:R:1
Re 0.388 0.565 0.446 -0.37 -1.30 -0.30 0.78
F -0.284 6.132 4.497 0.00 -0.10 -0.03 0.23
C -0.250 4.881 4.133 0.00 0.23 0.14 -0.10
C -0.090 3.878 5.076 0.00 0.03 0.15 -0.10
F 0.021 4.183 6.342 -0.01 -0.04 -0.07 0.22
C -0.054 2.542 4.677 0.04 0.03 0.22 -0.18
F 0.075 1.625 5.620 0.01 -0.09 -0.17 0.16
C -0.163 2.178 3.343 0.05 -0.09 0.00 -0.30
P -0.044 0.443 2.837 0.09 0.41 -0.17 0.97
C -1.522 -0.387 3.290 -0.12 -0.14 0.01 -0.40
C -1.562 -1.791 3.264 -0.07 0.11 -0.10 -0.10
C -2.719 -2.433 3.654 -0.09 -0.05 0.01 -0.02
C -3.830 -1.688 4.051 -0.02 0.03 0.01 0.00
C -3.795 -0.299 4.050 -0.10 -0.15 0.03 -0.03
C -2.646 0.360 3.661 0.12 0.02 0.06 -0.07
C 1.430 -0.246 3.544 0.18 -0.02 0.10 -0.37
C 1.385 -1.162 4.598 0.03 -0.02 -0.07 -0.05
C 2.575 -1.597 5.163 -0.04 -0.06 0.06 -0.02
C 3.793 -1.124 4.696 0.05 0.04 -0.04 -0.01
C 3.842 -0.186 3.665 -0.06 -0.07 0.04 -0.04
C 2.662 0.251 3.094 0.06 0.11 0.00 -0.12
C -0.328 3.219 2.439 -0.06 -0.01 -0.20 -0.48
Br -0.532 2.841 0.567 0.13 -0.11 -0.07 1.02
C -0.378 4.545 2.787 -0.04 0.16 -0.05 -0.23
F -0.543 5.489 1.882 0.02 -0.09 0.00 0.15
H -0.704 -2.373 2.949 0.03 0.02 0.06 0.11
H -2.760 -3.515 3.660 -0.02 0.01 0.00 0.13
H -4.733 -2.199 4.360 0.02 0.00 0.00 0.14
H -4.665 0.268 4.351 -0.01 -0.01 0.00 0.13
H -2.628 1.444 3.656 0.02 -0.04 0.02 0.12
H 0.441 -1.510 4.996 -0.02 -0.01 -0.02 0.12
H 2.547 -2.298 5.988 0.00 0.01 -0.02 0.13
H 4.713 -1.467 5.151 -0.01 0.01 0.01 0.13
H 4.793 0.216 3.339 -0.03 -0.01 -0.01 0.13
H 2.711 1.030 2.333 -0.03 0.01 0.00 0.09
C 2.151 -2.793 0.318 0.05 0.11 -0.03 0.03
C 2.685 -1.508 -0.208 0.03 -0.03 0.03 -0.32
N 2.114 -0.288 -0.138 -0.05 0.86 0.04 -0.15
C 3.005 0.644 -0.737 -0.21 -0.14 0.02 -0.09
C 4.075 -0.032 -1.179 -0.03 -0.37 0.16 0.01
N 3.845 -1.358 -0.834 0.24 -0.04 -0.12 0.18
H 1.257 -2.625 0.913 0.00 0.03 0.00 0.06
H 2.896 -3.275 0.952 0.01 0.00 -0.01 0.11
H 1.914 -3.478 -0.499 0.00 0.02 0.00 0.12
H 2.790 1.700 -0.808 -0.01 -0.01 0.01 0.12
H 4.971 0.297 -1.680 -0.02 -0.04 -0.03 0.15
H 4.477 -2.125 -1.038 0.02 0.03 0.00 0.20
Se -1.065 -0.975 -0.600 0.17 0.98 0.38 0.89
C -2.623 -0.445 0.236 -0.18 -0.28 0.12 -0.66
N -3.609 -0.119 0.735 0.23 0.03 -0.15 0.19
```
Forces are in eV/Å.

**HOMO energy (spin up / spin down)**: -0.66397 / -0.66351 Ha
**Max |F|**: 1.4 eV/Å
**Charge**: +3
**2S+1**: 2
**Expectation value of S²**: 0.789
**HOMO-LUMO gap (spin up / spin down)**: 5.12 / 5.64 eV



# 2
Entry from OMol25: a 3-piece molecular cluster, C4H14O4 overall in a non-equilibrium geometry (wB97M-V/def2-TZVPD).

```
22
Properties=species:S:1:pos:R:3:forces:R:3:lowdin_charge:R:1
C -0.185 0.508 -1.746 -1.19 0.50 -0.15 -0.25
O -0.820 0.651 -3.030 0.38 -0.17 0.11 -0.08
C -1.105 1.049 -0.659 -0.26 0.21 -0.33 -0.16
C -0.556 0.795 0.736 -1.20 0.39 -0.31 -0.42
C -0.593 -0.682 1.173 -0.63 0.93 -1.05 -0.04
O -1.300 1.663 1.604 0.09 -0.29 0.05 -0.04
H 0.768 1.036 -1.746 0.25 -0.21 0.09 0.13
H -0.061 -0.555 -1.582 0.27 0.00 -0.04 0.08
H -0.840 1.591 -3.230 -0.07 0.02 -0.07 0.08
H -2.103 0.644 -0.814 -0.08 -0.61 0.23 0.12
H -1.315 2.115 -0.812 0.60 0.12 0.18 0.12
H 0.471 1.119 0.683 0.61 0.19 0.44 0.12
H 0.455 -0.951 1.103 -0.21 -1.03 0.54 0.06
H -1.255 -1.255 0.521 0.46 -0.12 -0.47 0.08
H -1.141 -0.803 2.101 0.73 0.08 0.74 0.08
H -1.220 1.312 2.495 0.07 0.13 0.07 0.08
H 1.543 -0.964 3.301 0.20 -0.03 0.16 0.04
H 2.834 -0.090 3.300 -0.03 -0.17 0.18 0.04
O 2.005 -0.256 2.846 -0.13 0.23 -0.30 -0.05
H 1.832 -2.996 -1.764 -0.40 -0.21 -0.76 0.04
H 1.027 -1.848 -2.620 0.09 -0.85 -0.34 0.03
O 1.558 -2.085 -1.860 0.44 0.90 1.03 -0.05
```
Forces are in eV/Å.

**HOMO energy**: -0.36035 Ha
**SMILES string**: C[C@H](O)CCO.O.O
**Max |F|**: 1.5 eV/Å
**Energy relative to the best compared isomer or geometry (same formula, charge and spin)**: 21.3 kcal per mole
**2S+1**: 1
**HOMO-LUMO gap**: 10.43 eV



# 3
Entry from OMol25: one molecule with the formula C4H7N3O in a non-equilibrium geometry (wB97M-V/def2-TZVPD).

```
15
Properties=species:S:1:pos:R:3:forces:R:3:lowdin_charge:R:1
C -0.255 0.716 -0.008 4.02 2.52 -0.62 -0.46
C 1.008 0.866 0.794 0.39 2.75 1.48 -0.03
C 1.169 0.345 -0.546 -1.82 -1.06 -0.11 -0.19
C -0.984 -0.458 0.093 -1.84 -2.19 -0.11 -0.44
H -1.843 1.579 -0.349 1.46 0.67 -0.43 0.13
H 1.308 1.925 0.815 -0.38 -0.33 0.26 0.13
H 1.225 0.392 1.752 -0.06 -0.50 -0.49 0.12
H 1.692 0.845 -1.353 -0.18 -0.02 0.11 0.15
H 1.944 -1.296 0.016 -0.29 -1.07 0.45 0.11
H -0.431 -2.316 -0.374 -0.14 -0.11 0.24 0.13
H -2.736 -1.392 0.014 1.20 2.01 0.06 0.10
N 1.125 -1.094 -0.543 0.64 -0.56 -0.76 0.00
N -0.104 -1.505 0.133 1.22 -1.01 -0.36 0.07
N -2.255 -0.423 0.031 -1.22 -1.97 0.14 0.14
O -0.863 1.814 -0.474 -3.01 0.88 0.14 0.05
```
Forces are in eV/Å.

**HOMO energy**: -0.32804 Ha
**SMILES string**: [H]/N=C1\NN[C@@H]2C[C@]12O
**Max |F|**: 4.8 eV/Å
**Energy relative to the best compared isomer or geometry (same formula, charge and spin)**: 74.7 kcal per mole
**2S+1**: 1
**HOMO-LUMO gap**: 9.94 eV



What did the second record say?
Entry from OMol25: a 3-piece molecular cluster, C4H14O4 overall in a non-equilibrium geometry (wB97M-V/def2-TZVPD).

```
22
Properties=species:S:1:pos:R:3:forces:R:3:lowdin_charge:R:1
C -0.185 0.508 -1.746 -1.19 0.50 -0.15 -0.25
O -0.820 0.651 -3.030 0.38 -0.17 0.11 -0.08
C -1.105 1.049 -0.659 -0.26 0.21 -0.33 -0.16
C -0.556 0.795 0.736 -1.20 0.39 -0.31 -0.42
C -0.593 -0.682 1.173 -0.63 0.93 -1.05 -0.04
O -1.300 1.663 1.604 0.09 -0.29 0.05 -0.04
H 0.768 1.036 -1.746 0.25 -0.21 0.09 0.13
H -0.061 -0.555 -1.582 0.27 0.00 -0.04 0.08
H -0.840 1.591 -3.230 -0.07 0.02 -0.07 0.08
H -2.103 0.644 -0.814 -0.08 -0.61 0.23 0.12
H -1.315 2.115 -0.812 0.60 0.12 0.18 0.12
H 0.471 1.119 0.683 0.61 0.19 0.44 0.12
H 0.455 -0.951 1.103 -0.21 -1.03 0.54 0.06
H -1.255 -1.255 0.521 0.46 -0.12 -0.47 0.08
H -1.141 -0.803 2.101 0.73 0.08 0.74 0.08
H -1.220 1.312 2.495 0.07 0.13 0.07 0.08
H 1.543 -0.964 3.301 0.20 -0.03 0.16 0.04
H 2.834 -0.090 3.300 -0.03 -0.17 0.18 0.04
O 2.005 -0.256 2.846 -0.13 0.23 -0.30 -0.05
H 1.832 -2.996 -1.764 -0.40 -0.21 -0.76 0.04
H 1.027 -1.848 -2.620 0.09 -0.85 -0.34 0.03
O 1.558 -2.085 -1.860 0.44 0.90 1.03 -0.05
```
Forces are in eV/Å.

**HOMO energy**: -0.36035 Ha
**SMILES string**: C[C@H](O)CCO.O.O
**Max |F|**: 1.5 eV/Å
**Energy relative to the best compared isomer or geometry (same formula, charge and spin)**: 21.3 kcal per mole
**2S+1**: 1
**HOMO-LUMO gap**: 10.43 eV